{"formula": "C4H6FI2NO2S", "method": "the ωB97M-V functional and the def2-TZVPD basis", "species": ["C", "C", "C", "C", "N", "O", "O", "F", "S", "I", "I", "H", "H", "H", "H", "H", "H"], "xyz": [[-0.23458, -0.49913, -0.09280], [0.57681, -1.59870, -0.67115], [-2.31111, -0.16920, 1.22234], [0.37566, 0.76632, -0.12155], [-1.40896, -0.78894, 0.31986], [1.20122, 1.78423, -2.39057], [2.77193, 0.38222, -1.29562], [2.12048, 2.53332, -0.35822], [1.65413, 1.20958, -1.17114], [1.38301, -0.07489, 3.00656], [-0.75928, 2.52806, -0.19688], [0.09510, -2.52086, -0.48555], [1.49937, -1.76165, -0.13186], [0.62842, -1.63245, -1.76437], [-3.09996, -0.88794, 1.36620], [-2.72307, 0.67587, 0.64704], [-1.76918, 0.05417, 2.11771]], "e_above_lowest_kcal_mol": 38.5, "fmax_ev_per_a": 4.4, "molar_mass_da": 404.97, "total_charge": 0}